(1)
Computed, not measured: C52H53FMnN5P2Se2Si2 as an isolated structure in a non-equilibrium geometry, with ωB97M-V/def2-TZVPD.

Summary:
Frontier orbital gap (alpha / beta) ... 6.34 / 7.59 eV
Molecular weight ... 1098.007 u
Energy relative to the best compared isomer or geometry (same formula, charge and spin) ... 8.0 kcal per mole
Lowest unoccupied orbital energy (alpha / beta) ... -0.0322 / 0.0101 Eh

The geometry in ORCA input format:
```
! RIJCOSX wB97M-V def2-TZVPD def2/J DEFGRID3
* xyz 0 5
Mn -2.3009 0.0662 0.3482
C -2.0872 3.5473 3.5697
Si -2.4194 2.9643 1.8155
C -0.7688 2.9824 0.9222
C -3.5819 4.1741 0.9527
N -3.0184 1.3470 1.7410
C -3.9184 0.8075 2.6294
C -4.7311 1.5145 3.5323
C -5.6129 0.8664 4.3850
C -5.7439 -0.5148 4.3783
C -4.9718 -1.2555 3.4897
C -4.1099 -0.5766 2.6727
F -3.3454 -1.3185 1.7700
H -1.2322 4.2275 3.5669
H -1.8384 2.7032 4.2155
H -2.9265 4.0799 4.0174
H -0.4546 4.0150 0.7474
H -0.7554 2.4766 -0.0484
H -0.0159 2.5028 1.5549
H -3.4953 5.1856 1.3536
H -4.6193 3.8533 1.0667
H -3.3648 4.2260 -0.1177
H -4.6721 2.5940 3.5536
H -6.2139 1.4583 5.0633
H -6.4324 -1.0124 5.0463
H -5.0298 -2.3335 3.4279
Se 2.6028 -0.5517 4.6176
P 3.0782 -0.4103 2.5812
C 4.1523 1.0131 2.2286
C 3.9546 2.1810 2.9613
C 4.7741 3.2788 2.7547
C 5.8048 3.2158 1.8277
C 6.0091 2.0556 1.0961
C 5.1812 0.9607 1.2930
C 3.9472 -1.8841 1.9779
C 5.2482 -2.1462 2.4016
C 5.8528 -3.3525 2.0906
C 5.1564 -4.3138 1.3714
C 3.8580 -4.0625 0.9567
C 3.2543 -2.8506 1.2544
C 1.6081 -0.2662 1.5133
C 1.3170 -0.0426 0.1473
N -0.0074 -0.1869 0.0375
N -0.4929 -0.4743 1.2299
N 0.4429 -0.5228 2.1392
P 2.1048 0.2731 -1.4596
Se 0.6793 0.4831 -3.0126
C 3.0904 1.7772 -1.3002
C 4.0201 2.1136 -2.2822
C 4.6308 3.3561 -2.2617
C 4.2981 4.2783 -1.2788
C 3.3624 3.9532 -0.3089
C 2.7625 2.7038 -0.3155
C 3.1908 -1.1394 -1.7772
C 4.5739 -1.0931 -1.6438
C 5.3389 -2.2175 -1.9211
C 4.7235 -3.3899 -2.3298
C 3.3417 -3.4434 -2.4520
C 2.5755 -2.3250 -2.1771
H 3.1778 2.2053 3.7158
H 4.6176 4.1803 3.3324
H 6.4510 4.0711 1.6778
H 6.8133 2.0003 0.3737
H 5.3550 0.0502 0.7361
H 5.7801 -1.4172 3.0006
H 6.8626 -3.5492 2.4259
H 5.6260 -5.2609 1.1387
H 3.3114 -4.8064 0.3925
H 2.2382 -2.6656 0.9295
H 4.2434 1.4166 -3.0807
H 5.3536 3.6123 -3.0248
H 4.7696 5.2524 -1.2715
H 3.1016 4.6682 0.4598
H 2.0295 2.4552 0.4395
H 5.0635 -0.1748 -1.3491
H 6.4150 -2.1733 -1.8172
H 5.3211 -4.2656 -2.5484
H 2.8560 -4.3588 -2.7624
H 1.4984 -2.3616 -2.2885
C -1.8983 3.5288 -3.4955
C -2.9674 2.4286 -3.5267
C -4.3753 3.0233 -3.6423
C -2.6905 1.4256 -4.6553
C -2.8848 1.6999 -2.2547
N -2.8222 1.1407 -1.2559
H -1.9214 4.0530 -4.4515
H -0.9046 3.1071 -3.3444
H -2.0999 4.2475 -2.7006
H -4.4523 3.5367 -4.6009
H -4.5664 3.7419 -2.8456
H -5.1400 2.2477 -3.6038
H -2.8092 1.9407 -5.6089
H -3.3868 0.5877 -4.6222
H -1.6760 1.0358 -4.5878
C -6.9688 -2.9568 -0.5851
C -6.6476 -1.8043 -1.2875
C -5.3172 -1.4772 -1.5029
C -4.2840 -2.2897 -1.0286
C -4.6286 -3.4422 -0.3185
C -5.9574 -3.7756 -0.1029
Si -2.4946 -1.7752 -1.2745
C -1.3300 -3.2126 -0.9751
C -0.8616 -3.9392 -2.0730
C -0.0316 -5.0384 -1.9031
C 0.3490 -5.4278 -0.6275
C -0.1049 -4.7187 0.4762
C -0.9360 -3.6205 0.3020
H -8.0055 -3.2154 -0.4130
H -7.4330 -1.1611 -1.6637
H -5.0821 -0.5704 -2.0514
H -3.8496 -4.0884 0.0686
H -6.2054 -4.6760 0.4446
H -2.3491 -1.3684 -2.6947
H -1.1455 -3.6410 -3.0756
H 0.3149 -5.5923 -2.7670
H 0.9949 -6.2870 -0.4935
H 0.1862 -5.0195 1.4749
H -1.2766 -3.0771 1.1748
*
```

Löwdin population analysis, charges in e, atoms 1 to 99: 0.69 -0.17 0.38 -0.18 -0.17 -0.16 -0.31 -0.04 -0.10 -0.10 -0.02 -0.19 -0.04 0.03 0.04 0.02 0.04 0.00 0.02 0.03 0.03 0.00 0.09 0.10 0.10 0.12 0.28 0.50 -0.35 -0.11 -0.08 -0.09 -0.07 -0.10 -0.35 -0.10 -0.07 -0.08 -0.08 -0.08 -0.40 -0.39 -0.08 -0.15 0.04 0.58 0.33 -0.36 -0.10 -0.07 -0.08 -0.08 -0.09 -0.34 -0.09 -0.07 -0.08 -0.07 -0.10 0.08 0.11 0.11 0.11 0.08 0.11 0.10 0.10 0.10 0.09 0.11 0.11 0.11 0.11 0.08 0.08 0.11 0.11 0.10 0.07 -0.03 -0.57 -0.03 -0.03 -0.09 0.15 0.10 0.05 0.09 0.09 0.09 0.09 0.10 0.09 0.03 -0.09 -0.09 -0.12 -0.33 -0.10

(2)
Computed, not measured: C52H53N5O5P2Sn as an isolated structure in a non-equilibrium geometry, with ωB97M-V/def2-TZVPD.

Summary:
Frontier orbital gap (alpha / beta) ... 3.08 / 1.32 eV
Molecular weight ... 1008.685 u
Energy relative to the best compared isomer or geometry (same formula, charge and spin) ... 140.8 kcal per mole
Lowest unoccupied orbital energy (alpha / beta) ... 0.1359 / 0.1355 Eh

The geometry in ORCA input format:
```
! RIJCOSX wB97M-V def2-TZVPD def2/J DEFGRID3
* xyz -2 1
Sn -0.7078 0.5462 1.5646
O -4.5700 1.8758 -0.0490
C -3.5539 1.9385 0.6632
O -2.6615 0.9946 0.7128
C -3.3154 3.2137 1.4786
C -2.2472 4.1139 0.8828
C -2.4586 5.4978 1.5165
C -1.8211 5.3333 2.8761
C -1.5349 3.7870 2.9971
O -1.0349 3.6720 1.6360
C -2.8714 2.9440 3.0130
C -2.7779 1.5065 3.5864
O -3.6847 0.9244 4.1659
O -1.6125 0.8457 3.3823
H -4.3117 3.7674 1.5767
H -1.9546 3.9384 -0.2008
H -3.5435 5.6490 1.5655
H -2.0263 6.4514 1.0495
H -2.3887 5.7341 3.7492
H -0.8510 5.9209 2.9737
H -0.7913 3.5456 3.7537
H -3.6366 3.4337 3.6197
C 2.9482 -0.9541 1.7428
N 2.3093 -2.2440 2.0120
C 1.1128 -2.2419 2.8267
P -0.5286 -2.0488 1.8691
C -1.7561 -2.9058 2.9101
C -1.9348 -2.2474 4.1290
C -3.0626 -2.5918 4.9474
C -3.6979 -3.8243 4.7420
C -3.5423 -4.4657 3.5250
C -2.6064 -4.0010 2.5935
C -0.6262 -2.7596 0.2050
C -1.9214 -2.8527 -0.2473
C -2.1792 -3.4647 -1.4980
C -1.1520 -3.8754 -2.3513
C 0.1426 -3.7326 -1.8952
C 0.4005 -3.1610 -0.6531
C 3.0380 -3.4581 1.8705
C 2.3552 -4.6880 1.8292
C 3.0769 -5.8784 1.5592
C 4.4268 -5.8343 1.1761
C 5.0496 -4.5694 1.0908
C 4.4395 -3.4102 1.5198
P 1.9213 0.6515 2.0882
C 2.1309 1.9592 0.8935
C 2.2421 1.6351 -0.4360
C 2.4003 2.7050 -1.3100
C 2.5377 4.0239 -0.8486
C 2.4080 4.3025 0.4579
C 2.2071 3.2641 1.3789
C 2.7950 1.2984 3.5394
C 4.1209 1.7119 3.3439
C 4.9238 2.0216 4.4396
C 4.3605 1.9547 5.7357
C 3.0409 1.5499 5.9424
C 2.2366 1.3146 4.8204
H 3.3382 -0.8851 0.7532
H 3.8218 -0.8406 2.3972
H 1.2292 -1.3698 3.4970
H 1.1017 -3.1953 3.3896
H -1.2997 -1.4192 4.4250
H -3.4126 -1.8950 5.7070
H -4.3531 -4.2865 5.4619
H -4.0538 -5.4480 3.2733
H -2.5180 -4.5429 1.6417
H -2.7774 -2.4715 0.3191
H -3.2409 -3.4987 -1.7781
H -1.3864 -4.1666 -3.3459
H 0.9992 -4.1363 -2.4472
H 1.4461 -3.0387 -0.3335
H 1.2743 -4.8059 1.9147
H 2.5775 -6.8270 1.5970
H 5.0906 -6.7157 1.1162
H 6.1062 -4.4946 0.7655
H 4.9151 -2.4523 1.3989
H 2.2993 0.6142 -0.7609
H 2.5205 2.5814 -2.3631
H 2.8744 4.7854 -1.5476
H 2.4952 5.2814 0.8113
H 2.1704 3.5156 2.4333
H 4.4342 1.8141 2.2964
H 5.9632 2.3154 4.3804
H 5.0464 2.3264 6.5717
H 2.6170 1.4733 6.9553
H 1.1563 1.2855 4.8958
N -6.0400 0.9553 -4.6264
C -5.2523 1.3465 -3.6147
N -5.7680 1.4107 -2.3699
N -3.9436 1.5987 -3.7636
C -3.0748 1.5006 -4.6779
N -1.9048 1.4358 -5.0966
H -7.0301 0.8470 -4.4390
H -5.7541 0.8166 -5.5743
H -6.7701 1.4450 -2.2417
H -5.1118 1.7761 -1.5740
C 1.0194 1.3328 -7.2983
C -0.0097 0.5752 -6.4381
C -0.9614 -0.2451 -7.2921
C -0.6995 1.5071 -5.5565
C 0.7719 -0.1933 -5.3399
C 1.7373 0.5980 -4.6401
C 2.7610 -0.0051 -3.9077
C 2.8103 -1.4050 -3.7891
C 1.8332 -2.1821 -4.4320
C 0.8120 -1.6086 -5.2153
H 0.4909 1.8648 -8.1061
H 1.6813 0.5647 -7.8147
H 1.7017 1.9664 -6.7549
H -1.2155 0.1814 -8.2478
H -1.9302 -0.4292 -6.7859
H -0.5294 -1.2050 -7.6142
H -0.0714 2.2954 -5.2661
H 1.6182 1.6975 -4.5684
H 3.5609 0.6668 -3.4940
H 3.5421 -1.8814 -3.1721
H 1.9766 -3.2813 -4.4425
H 0.0534 -2.2655 -5.7330
*
```

Löwdin population analysis, charges in e, atoms 1 to 99: 1.01 -0.02 -0.55 -0.23 -0.11 -0.19 -0.15 -0.15 -0.23 -0.17 -0.07 -0.53 0.05 -0.31 0.16 0.19 0.10 0.13 0.11 0.12 0.14 0.14 -0.27 -0.19 -0.30 0.94 -0.35 -0.09 -0.05 -0.12 -0.12 -0.10 -0.38 -0.12 -0.07 -0.09 -0.10 -0.08 -0.21 -0.05 -0.09 -0.12 -0.12 -0.03 0.85 -0.47 -0.10 -0.07 -0.11 -0.10 -0.09 -0.40 -0.12 -0.10 -0.12 -0.11 -0.09 0.07 0.07 0.06 0.09 0.09 0.10 0.09 0.11 0.10 0.12 0.10 0.09 0.09 0.10 0.10 0.09 0.09 0.10 0.08 0.09 0.07 0.10 0.08 0.11 0.11 0.09 0.11 0.10 0.10 0.03 -0.68 0.12 0.10 -0.19 0.08 -0.04 -0.01 0.04 0.08 -0.07 -0.53 -0.09

- Which value of energy relative to the best compared isomer or geometry (same formula, charge and spin) does entry 2 give?
  140.8 kcal per mole